DFT (ωB97M-V with the def2-TZVPD basis set) results for 2 unconnected molecules or ions with the total composition C4H9ClO3P.

## Properties
**Energy above the lowest of the compared OMol25 structures with the same formula, charge and spin**: 1.530 eV
**Lowest unoccupied orbital energy**: 3.658 eV
**Charge**: -1

Each line ends with the Mulliken charge.
Atoms and positions in Å:
H  -1.92  -1.42  -2.46  0.29
H  -1.12  1.56  1.77  0.29
Cl  -0.56  0.36  -3.11  -0.24
H  2.24  0.96  -0.18  0.38
H  0.75  1.48  -0.87  0.33
C  1.25  1.28  0.02  -1.49
O  1.65  -1.62  -1.19  -0.68
H  -1.10  -0.19  2.26  0.25
C  0.51  0.17  0.83  1.04
C  -1.46  -0.51  -1.94  -0.67
P  0.47  -1.36  -0.33  0.75
O  1.52  -0.35  1.83  -0.58
H  -2.16  0.24  -1.44  0.19
H  1.28  -1.27  1.74  0.38
C  -0.90  0.50  1.38  -1.04
H  -1.56  0.31  0.53  0.19
O  -0.21  -2.38  0.55  -0.72
H  1.32  2.27  0.61  0.33


DFT (ωB97M-V with the def2-TZVPD basis set) results for a molecular structure, C13H13MoNO5PS7.

## Properties
**Multiplicity**: 3
**Lowest unoccupied orbital energy (spin up / spin down)**: -4.654 / -5.678 eV
**Charge**: +1

Each line ends with the Mulliken charge.
Atoms and positions in Å:
O  -2.08  0.83  -0.23  -0.34
O  -1.60  -1.44  0.54  -0.42
H  6.99  2.48  -2.38  0.41
S  0.17  5.43  5.74  -0.10
C  6.05  2.00  -2.16  -0.50
C  4.96  2.18  -3.00  -0.62
C  0.48  4.28  4.64  0.12
H  -3.15  0.67  3.51  0.28
H  -2.57  -0.57  -1.69  0.34
C  3.74  1.57  -2.76  -0.70
H  6.78  1.04  -0.36  0.48
H  -3.34  1.03  -1.80  0.26
O  4.97  -1.31  1.17  -0.59
C  0.94  2.98  2.44  0.32
H  -0.94  -3.31  0.03  0.28
C  -0.77  -2.58  0.82  -0.51
H  2.90  1.70  -3.43  0.44
O  -1.66  0.58  2.13  -0.12
C  -2.41  0.50  -1.58  -0.76
C  -3.07  0.57  2.43  -0.73
O  3.48  0.64  1.47  -0.48
S  1.09  0.35  3.15  -0.24
H  -1.63  0.84  -2.26  0.31
C  2.49  -0.01  -1.17  1.00
N  2.75  -0.93  -0.18  -0.76
H  -3.53  -0.36  2.11  0.31
P  -1.10  0.06  0.74  1.56
H  5.08  2.81  -3.88  0.41
S  0.77  4.63  2.96  0.01
C  3.63  0.77  -1.63  0.54
S  1.15  2.64  0.78  -0.13
H  0.29  -2.32  0.84  0.15
S  0.54  2.58  5.03  0.02
C  4.73  0.59  -0.80  0.30
H  -3.56  1.41  1.94  0.29
C  5.95  1.20  -1.03  -0.73
S  0.88  -0.01  -1.74  -0.35
Mo  1.30  0.25  0.70  -0.47
C  0.87  2.01  3.43  0.27
S  4.13  -0.33  0.59  1.18
H  -1.05  -3.01  1.78  0.28


DFT (ωB97M-V with the def2-TZVPD basis set) results for a molecular structure, C31H27F15GeMnOS2SbSi.

## Properties
**Multiplicity**: 2
**Lowest unoccupied orbital energy (spin up / spin down)**: 2.078 / 2.080 eV
**Charge**: -1

Each line ends with the Mulliken charge.
Atoms and positions in Å:
C  4.32  -2.27  4.61  0.01
C  -2.69  -0.16  -4.88  -1.16
H  -3.31  -0.44  -4.03  0.31
C  -1.80  -1.57  2.37  0.56
C  -0.29  -0.71  -6.79  -1.48
H  -4.09  2.49  -0.11  0.29
C  -1.36  2.85  4.67  0.11
F  3.08  -0.90  7.73  -0.31
C  3.33  -1.84  3.75  0.04
H  4.00  0.53  -3.99  0.41
F  0.40  -3.10  4.78  -0.23
C  2.25  -1.08  4.17  -0.34
H  2.56  1.20  -3.20  0.34
H  2.37  0.12  -4.58  0.19
Ge  0.82  -0.46  2.92  0.91
S  1.54  -0.30  0.91  -0.17
C  -0.68  -2.86  4.01  0.65
F  -3.98  -2.18  1.66  -0.32
C  -1.37  4.87  -1.98  -0.99
F  -0.63  4.99  5.39  -0.31
H  -2.16  -2.96  -6.16  0.34
H  -4.31  4.22  -0.31  0.32
C  0.97  3.46  4.51  0.04
C  3.17  -1.20  6.43  0.13
F  -2.04  0.71  4.00  -0.23
C  -3.64  3.28  -3.38  -1.03
F  -1.79  -0.50  1.56  -0.29
H  3.80  0.24  -1.09  0.34
H  -0.80  -3.79  -5.38  0.39
C  -0.34  3.79  4.86  0.63
C  1.22  2.23  3.94  0.82
H  4.97  -0.66  -2.07  0.49
F  5.35  -3.00  4.15  -0.31
C  -2.90  -2.40  2.42  0.06
C  -1.76  -3.71  4.10  0.05
H  -4.33  4.12  -3.40  0.34
H  2.47  -2.27  -4.33  0.14
F  5.19  -2.37  6.82  -0.31
C  3.98  -0.69  -1.63  -1.76
H  -0.06  0.34  -6.92  0.40
O  1.66  -0.93  -2.17  -0.47
H  3.94  -1.51  -0.91  0.37
F  -3.94  -4.31  3.38  -0.31
F  3.39  -2.19  2.46  -0.27
Si  -2.50  3.33  -1.85  -0.15
C  -1.60  -3.06  -5.24  -1.29
H  -2.94  3.60  0.60  0.24
F  1.95  4.34  4.73  -0.31
C  -2.89  -3.49  3.30  0.50
F  -1.75  -4.76  4.95  -0.31
C  -1.08  -1.99  -1.16  0.15
H  -1.95  5.79  -1.96  0.31
C  -1.06  1.62  4.12  0.42
F  -2.61  3.15  5.06  -0.32
H  -3.16  -0.47  -5.81  0.46
C  4.25  -1.95  5.96  0.64
H  0.57  -1.29  -7.11  0.37
C  0.23  1.28  3.72  -0.83
H  -2.55  0.91  -4.88  0.24
Sb  -0.76  -1.12  -4.69  0.35
F  1.15  -0.08  5.99  -0.33
C  -0.82  0.79  -1.44  1.09
H  -4.23  2.37  -3.41  0.30
H  -3.06  3.32  -4.30  0.31
H  -2.25  -3.41  -4.45  0.32
C  2.20  -0.78  5.53  0.55
H  4.20  -2.16  -3.90  0.42
C  -1.47  1.80  -1.72  -0.84
H  -1.14  -0.96  -7.41  0.48
S  -2.42  -2.72  -1.57  -0.21
H  -0.67  4.90  -1.15  0.30
H  3.07  -3.03  -2.85  0.36
Mn  0.32  -0.70  -1.02  0.21
C  2.97  0.32  -3.70  -1.39
C  -0.68  -1.75  3.17  -0.53
F  2.47  1.89  3.60  -0.32
C  -3.57  3.43  -0.27  -0.93
H  -0.80  4.86  -2.90  0.30
C  2.91  -0.87  -2.73  1.52
C  3.18  -2.18  -3.51  -1.42


DFT (ωB97M-V with the def2-TZVPD basis set) results for a gas-phase ion, C3H4NO3 (charge -1).

## Properties
**Structure (SMILES)**: O=C([O-])C/N=C\O
**Energy above the lowest of the compared OMol25 structures with the same formula, charge and spin**: 2.389 eV
**Lowest unoccupied orbital energy**: 3.464 eV
**Charge**: -1

Each line ends with the Mulliken charge.
Atoms and positions in Å:
N  0.12  -1.19  -0.29  -0.43
C  0.03  -1.07  0.97  0.19
H  -0.09  -1.99  1.50  0.35
H  0.25  0.94  1.27  0.32
O  -0.41  0.77  -3.41  -0.71
C  -1.02  0.11  -2.52  0.46
H  -0.01  0.82  -0.64  -0.03
O  -2.20  -0.22  -2.43  -0.68
C  0.08  -0.10  -1.29  -0.16
H  0.96  -0.17  -1.84  0.22
O  0.09  0.07  1.76  -0.52


DFT (ωB97M-V with the def2-TZVPD basis set) results for a molecular structure, C4H4BrN.

## Properties
**Multiplicity**: 3
**Energy above the lowest of the compared OMol25 structures with the same formula, charge and spin**: 1.576 eV
**Lowest unoccupied orbital energy (spin up / spin down)**: 0.503 / -2.080 eV

Each line ends with the Mulliken charge.
Atoms and positions in Å:
H  -1.70  0.95  -0.11  0.31
H  -0.68  1.89  0.79  0.35
C  -0.02  -0.15  0.12  0.77
H  -1.20  -2.20  0.06  0.48
N  0.83  -2.10  -0.12  -0.47
C  -0.35  -1.60  -0.02  -0.34
H  -0.21  1.63  -0.84  0.37
Br  2.73  0.75  0.08  -0.09
C  -0.65  1.20  0.01  -1.17
C  1.26  -0.38  0.03  -0.20


DFT (ωB97M-V with the def2-TZVPD basis set) results for a gas-phase ion, C7H13N2O (charge +1).

## Properties
**Structure (SMILES)**: C[NH+](C)[C@H](O)c1cc[nH]c1
**Energy above the lowest of the compared OMol25 structures with the same formula, charge and spin**: 2.894 eV
**Lowest unoccupied orbital energy**: -2.672 eV
**Charge**: +1

Each line ends with the Mulliken charge.
Atoms and positions in Å:
H  -2.01  1.51  -0.41  0.43
H  -3.91  0.83  1.24  0.35
H  0.53  1.32  -1.11  0.48
C  -1.47  -1.29  1.12  -1.07
C  0.25  -0.56  -0.62  0.09
C  1.60  1.01  0.77  -0.78
H  -0.40  -1.76  -2.15  0.41
H  -3.36  -1.41  2.18  0.31
H  3.02  -0.57  -1.05  0.38
O  0.22  -0.96  -1.91  -0.55
H  2.14  0.20  1.44  0.30
C  -1.94  0.69  0.22  -0.80
C  2.47  0.31  -1.47  -0.83
H  -1.14  -2.20  1.41  0.53
H  2.31  1.85  0.79  0.35
H  0.85  -1.40  0.00  0.27
H  3.25  1.15  -1.51  0.34
H  0.63  1.42  1.23  0.34
N  -2.64  -0.86  1.61  0.00
N  1.23  0.61  -0.60  -0.06
H  2.34  0.16  -2.55  0.32
C  -1.03  -0.38  0.22  0.68
C  -2.92  0.32  1.14  -0.50


| no. | molecular weight (g/mol) |
| --- | --- |
| 1 | 171.5 |
| 2 | 614.6 |
| 3 | 1042.1 |
| 4 | 102.1 |
| 5 | 146.0 |
| 6 | 141.2 |